Entry from the OMol25 dataset: a gas-phase ion, C6H11ClN2 (charge +2) at a distorted geometry (ωB97M-V/def2-TZVPD).

```
! wB97M-V def2-TZVPD RIJCOSX def2/J DEFGRID3
* xyz 2 1
C 0.45 2.09 -0.76
C -0.77 1.22 -0.65
C -0.77 -0.12 -1.34
C 0.04 -1.18 -0.68
N 0.19 -1.19 0.56
C 0.97 -2.18 1.24
C -0.47 -0.04 1.38
Cl -0.51 -0.43 3.02
N -0.89 1.03 0.79
H 0.25 3.11 -0.64
H 0.86 2.10 -1.88
H 1.29 1.74 -0.20
H -1.74 1.66 -0.90
H -0.33 -0.12 -2.39
H -1.75 -0.51 -1.48
H 0.50 -1.88 -1.38
H 0.67 -2.66 2.18
H 1.89 -1.48 1.41
H 1.37 -2.88 0.37
H -1.23 1.73 1.34
*
```

- gap between HOMO and LUMO (Ha) = 0.371
- LUMO (Ha) = -0.3761
- E_tot (Ha) = -804.18579
- F_max (eV/Å) = 5.17
- energy above the lowest of the compared OMol25 structures with the same formula, charge and spin (kcal per mole) = 0.00
- E_HOMO (eV) = -20.32
- SMILES = C[C@H]1CC=[N+](C)C(Cl)=[NH+]1

Here are the Löwdin charges for atoms 1 to 2, given in e: 0.003 -0.280

Entry from the OMol25 dataset: a gas-phase ion, C6H11ClN4O2 (charge +2) at a distorted geometry (ωB97M-V/def2-TZVPD).

```
! wB97M-V def2-TZVPD RIJCOSX def2/J DEFGRID3
* xyz 2 1
C -2.37 -1.14 0.15
C -1.16 -0.34 -0.27
N -0.22 -0.94 -1.11
C 1.10 -0.66 -1.24
N 1.89 -1.45 -1.92
C 1.66 0.49 -0.50
N 2.18 -0.06 0.87
O 3.26 -0.56 0.77
O 1.47 0.05 1.85
C 0.30 1.57 -0.02
Cl -0.27 2.72 -1.26
N -0.79 0.74 0.42
C -1.50 1.20 1.59
H -3.10 -0.29 0.19
H -2.28 -1.59 1.11
H -2.69 -1.91 -0.63
H -0.57 -1.70 -1.62
H 2.92 -1.26 -1.86
H 1.71 -2.31 -2.18
H 2.44 1.13 -1.00
H 0.71 2.14 0.84
H -2.36 1.73 1.47
H -1.46 0.38 2.34
H -0.86 2.05 1.99
*
```

- gap between HOMO and LUMO (Ha) = 0.328
- LUMO (Ha) = -0.3641
- E_tot (Ha) = -1064.13644
- F_max (eV/Å) = 6.53
- energy above the lowest of the compared OMol25 structures with the same formula, charge and spin (kcal per mole) = 78.54
- E_HOMO (eV) = -18.83
- SMILES = CC1=[NH+]C(=[NH2+])[C@H]([N+](=O)[O-])[C@@H](Cl)N1C

Here are the Löwdin charges for atoms 1 to 2, given in e: 0.075 -0.159

Entry from the OMol25 dataset: a molecular structure, C6H11CsF3GaO at a distorted geometry (ωB97M-V/def2-TZVPD).

```
! wB97M-V def2-TZVPD RIJCOSX def2/J DEFGRID3
* xyz 0 1
C -1.70 3.70 0.13
C -2.26 2.41 -0.07
Ga -2.01 0.84 1.28
C -0.42 -0.33 0.70
C -0.80 -1.49 -0.36
O 0.36 -1.68 -1.22
C 1.46 -2.28 -0.53
C 2.70 -1.27 -0.35
F 2.67 -0.61 0.89
F 2.74 -0.22 -1.39
F 3.92 -2.05 -0.31
H -1.56 4.17 1.15
H -1.33 4.29 -0.77
H -2.89 2.28 -1.03
H -1.71 1.48 2.74
H -3.37 -0.03 1.44
H 0.41 0.30 0.20
H 0.03 -0.88 1.61
H -1.16 -2.43 0.17
H -1.70 -1.08 -0.94
H 1.84 -3.16 -1.16
H 1.12 -2.64 0.49
Cs 3.66 0.68 -2.68
*
```

- gap between HOMO and LUMO (Ha) = 0.186
- LUMO (Ha) = -0.0505
- E_tot (Ha) = -2554.56509
- F_max (eV/Å) = 19.81
- E_HOMO (eV) = -6.45

Here are the Löwdin charges for atoms 1 to 2, given in e: -0.183 -0.315

- What is the gap between HOMO and LUMO in the second record?
  0.328 Ha

- Among the records above, which one has the lowest gap between HOMO and LUMO?
  C6H11CsF3GaO